The following is a DFT calculation (the ωB97M-V functional and the def2-TZVPD basis) of C5H6LiO3Tl as an isolated structure at a distorted geometry.

Summary:
LUMO energy: -8.064 eV
Energy relative to the best compared isomer or geometry (same formula, charge and spin): 93.4 kJ/mol
E_HOMO: -17.011 eV
Total charge: +2

Geometry (Å):
1 Tl 5.135089 2.121914 -0.756611
2 O 0.685982 0.534646 0.356769
3 O 2.827983 1.068616 0.044693
4 O 2.260960 -1.110525 0.143182
5 C -0.229714 -0.323381 0.289506
6 C -2.058402 -0.186328 -0.402405
7 C 2.113437 0.096245 0.167764
8 C -2.264878 0.940285 -1.092274
9 C -1.380831 -0.344577 1.166854
10 Li 2.962222 -2.548925 -0.763552
11 H -2.480283 -1.136261 -0.733241
12 H -1.856127 1.899423 -0.765402
13 H -1.602041 0.610385 1.654390
14 H -0.091192 -1.451990 0.805080
15 H -1.341992 -1.072318 1.985162
16 H -2.680208 0.902790 -2.099920

Cartesian forces (eV/Å) of the 3 atoms listed first:
-0.08 0.13 0.12
1.33 1.67 -1.09
0.23 -0.23 0.13

***

The following is a DFT calculation (the ωB97M-V functional and the def2-TZVPD basis) of one molecule with the formula C4H3ClF2O at a distorted geometry.

Summary:
LUMO energy: -0.231 eV
Energy relative to the best compared isomer or geometry (same formula, charge and spin): 39.9 kJ/mol
E_HOMO: -11.072 eV

Geometry (Å):
1 Cl 2.108127 1.196674 1.360081
2 F -0.668299 -0.169346 -2.179502
3 F -1.652419 -1.430758 -0.679992
4 O 1.955062 -1.077343 0.192334
5 C -0.520626 -0.832005 -0.997962
6 C 1.411432 -0.101247 0.473829
7 C -0.702190 1.074468 0.626400
8 C -0.012648 0.138932 0.100465
9 H 0.221922 -1.580517 -1.115435
10 H -1.773568 1.203066 0.662459
11 H -0.366793 1.578076 1.557323

Cartesian forces (eV/Å) of the 3 atoms listed first:
1.11 0.69 0.69
-0.25 0.09 0.05
-1.53 -0.20 0.34

***

The following is a DFT calculation (the ωB97M-V functional and the def2-TZVPD basis) of a 2-piece molecular cluster, C6H13NO overall at a distorted geometry.

Summary:
LUMO energy: 0.765 eV
Energy relative to the best compared isomer or geometry (same formula, charge and spin): 257.1 kJ/mol
E_HOMO: -8.558 eV

Geometry (Å):
1 O -3.118883 1.219836 -0.717997
2 N -0.825015 -0.812798 -1.953814
3 C 0.410503 0.972862 -0.091786
4 C 0.434463 -0.525577 0.125330
5 C -0.168202 -1.320371 -0.759919
6 C 1.314712 -0.097386 2.499153
7 C 1.143953 -1.071057 1.345538
8 C 1.639447 1.453325 -0.303951
9 H 2.478446 0.771049 -0.293548
10 H -0.467696 1.569780 -0.255410
11 H 1.940373 2.481092 -0.383471
12 H -2.425790 1.419577 -1.356936
13 H -1.798634 -0.680544 -1.723503
14 H 0.505024 -1.854781 1.674466
15 H 1.371838 -0.631243 3.439705
16 H 0.029513 -2.387769 -0.751848
17 H -0.728240 -1.534532 -2.655907
18 H 2.140744 0.595214 2.360358
19 H -3.172999 0.252368 -0.748134
20 H 2.058521 -1.626733 1.117913
21 H 0.393298 0.486060 2.583884

Cartesian forces (eV/Å) of the 3 atoms listed first:
0.06 -0.44 -0.13
0.52 -0.38 0.97
1.87 -0.85 -0.66

***

The following is a DFT calculation (the ωB97M-V functional and the def2-TZVPD basis) of a 2-piece molecular cluster, C2H3FS overall at a distorted geometry.

Summary:
LUMO energy: -0.368 eV
Energy relative to the best compared isomer or geometry (same formula, charge and spin): 210.7 kJ/mol
E_HOMO: -11.516 eV

Geometry (Å):
1 S -3.123555 0.422158 0.164341
2 F 2.368878 -0.114274 0.251578
3 C 1.050397 0.029644 -0.151269
4 C -2.366752 -0.912515 0.148703
5 H 0.485207 -0.825429 -0.352001
6 H 0.958432 0.846651 -0.862313
7 H 0.627393 0.553762 0.800961

Cartesian forces (eV/Å) of the 3 atoms listed first:
0.34 -0.62 0.00
0.23 -0.84 -0.86
-0.21 4.06 3.56

***

The following is a DFT calculation (the ωB97M-V functional and the def2-TZVPD basis) of a 12-piece molecular cluster, C21H54BF2N2O17 overall at a distorted geometry.

Summary:
LUMO energy: -4.899 eV
E_HOMO: -11.151 eV
Total charge: +1

Geometry (Å):
1 F -6.428051 0.615590 -2.501419
2 F -5.481262 1.444370 1.327509
3 O -5.223829 -0.097037 -0.183542
4 O 5.102554 0.484773 0.340491
5 O 5.750379 -4.029010 1.416374
6 O 3.806858 -7.528056 1.428601
7 O -7.894857 -2.015574 -2.269377
8 O -7.697068 6.309989 -0.333135
9 O 4.994571 3.061225 1.927061
10 O -4.848184 1.996958 -3.047838
11 O -0.711091 2.663773 -2.705068
12 O -2.799100 1.203032 -1.224674
13 O 11.504343 -7.518844 -1.117548
14 O 7.649139 -6.732114 0.858812
15 O -5.261815 8.636730 0.590653
16 O 0.675275 3.784811 -1.176791
17 O -1.253677 2.579090 -0.384074
18 O -8.639801 2.890902 -0.547505
19 O 2.752312 -5.526959 -1.955906
20 N -5.595410 2.038816 -0.892396
21 N -5.148651 5.598519 -0.463392
22 C -5.666971 4.382458 -0.603225
23 C 11.629480 -8.837596 -0.593705
24 C 2.893949 -6.849971 -1.421749
25 C 2.744602 2.477716 -0.928321
26 C -5.402260 1.030970 0.081936
27 C 8.573491 -6.793223 1.944068
28 C -3.826913 5.802417 -0.414385
29 C 4.533632 -0.402238 1.309505
30 C -4.858019 3.261424 -0.710190
31 C -5.558455 1.548147 -2.227585
32 C 6.400614 3.264943 1.965868
33 C -8.058835 5.926285 0.996159
34 C 4.580983 -4.415301 0.680686
35 C -5.406915 9.691595 -0.373721
36 C -6.860600 -2.771824 -1.645529
37 C -3.476649 3.424031 -0.662897
38 C -9.429511 2.189349 0.418244
39 C 3.236981 -8.419929 2.386061
40 C 1.624376 3.242448 -0.228381
41 C -2.516291 2.268564 -0.797541
42 C -2.981941 4.717251 -0.508313
43 B -0.407691 2.995268 -1.427078
44 H 9.315700 -7.552303 1.708933
45 H 3.747907 -4.499796 1.372192
46 H 3.839241 -7.259242 -1.769555
47 H 6.471666 -3.959682 0.783208
48 H -8.920936 5.258960 0.983763
49 H 10.675859 -7.154090 -0.794557
50 H -7.618641 -1.096768 -2.276644
51 H 1.914164 -5.179537 -1.642264
52 H 6.735490 3.830603 1.092213
53 H -4.855187 9.411486 -1.267627
54 H 6.634808 3.830063 2.864137
55 H 2.893840 -6.820113 -0.332934
56 H 6.929030 2.307084 2.001085
57 H -3.417091 6.792024 -0.299915
58 H 3.497374 -9.454223 2.150744
59 H 4.747083 -5.378140 0.199140
60 H -8.276999 6.802858 1.608733
61 H 6.996806 -6.058260 1.074366
62 H 3.451555 -0.295447 1.283841
63 H -6.702029 -2.438508 -0.616533
64 H -8.441039 6.776657 -0.723537
65 H 2.089997 4.100046 0.250571
66 H 9.070908 -5.828817 2.070812
67 H -7.169356 -3.813474 -1.636065
68 H -10.375233 2.713257 0.520012
69 H 2.075757 -7.483711 -1.775895
70 H 4.801378 2.556217 1.129031
71 H 12.563096 -9.259506 -0.955427
72 H 3.156761 1.766638 -0.218813
73 H 0.030785 2.863046 -3.285041
74 H -9.622389 1.167593 0.086401
75 H -6.457711 9.832075 -0.630941
76 H 4.896676 -0.146523 2.306811
77 H -1.916020 4.877872 -0.488696
78 H -5.752107 8.905458 1.373021
79 H 3.563566 3.155270 -1.156401
80 H 4.349924 -3.660714 -0.073946
81 H -6.746395 4.296194 -0.649207
82 H 2.156513 -8.307207 2.348318
83 H -5.925376 -2.683166 -2.204748
84 H 8.060887 -7.067875 2.868589
85 H 3.586869 -8.179522 3.392699
86 H 6.056793 0.374827 0.379131
87 H 2.417306 2.002456 -1.848954
88 H 4.762566 -7.637887 1.470896
89 H -7.207528 5.398516 1.425076
90 H -7.795242 2.457426 -0.633323
91 H -8.925444 2.169077 1.388323
92 H 4.794528 -1.437023 1.082061
93 H 11.649506 -8.813169 0.499553
94 H 1.154980 2.661879 0.564159
95 H 10.799099 -9.460265 -0.936553
96 H -5.000190 10.623253 0.019487
97 H -5.783180 6.400347 -0.406510

Cartesian forces (eV/Å) of the 3 atoms listed first:
-0.53 -0.28 0.61
-0.01 1.04 0.19
-0.10 -0.60 -0.06

***

The following is a DFT calculation (the ωB97M-V functional and the def2-TZVPD basis) of an isolated ion of composition C3H4F3N2O2 and charge +1 at a distorted geometry.

Summary:
LUMO energy (spin up / spin down): -6.964 / -6.964 eV
Energy relative to the best compared isomer or geometry (same formula, charge and spin): 210.5 kJ/mol
E_HOMO (spin up / spin down): -14.019 / -14.019 eV
Total charge: +1

Geometry (Å):
1 F -1.977384 -0.945469 -1.180587
2 F -3.015693 -0.327681 0.564098
3 F -0.954365 -0.832960 0.654609
4 O 2.510501 -1.825246 0.176728
5 O -0.394626 1.768546 -0.047230
6 N 0.787759 1.211647 0.162473
7 N 2.135467 -0.628188 0.506120
8 C -1.468396 1.234073 -0.410555
9 C -1.848057 -0.255259 -0.090686
10 C 1.227380 -0.113509 -0.211079
11 H 2.898550 -2.245790 0.958284
12 H -2.240462 1.891952 -0.755730
13 H 1.375955 1.637112 0.839263
14 H 0.963374 -0.569233 -1.165711

Cartesian forces (eV/Å) of the 3 atoms listed first:
-0.04 -0.40 -1.64
0.37 1.08 -0.26
0.93 -0.20 1.13